Entry 1:
Below is a structure of composition C32H31N2OP2Sc, with properties calculated with ωB97M-V/def2-TZVPD.

For the LUMO energy, the calculation gives -6.0 eV. The calculation puts the gap between HOMO and LUMO at 6.990 eV. The total charge is +2.

Positions of all 69 atoms, in Å:
Sc1 -0.506 0.592 -0.693
C1 5.821 -0.292 -2.736
C2 4.735 0.536 -2.988
C3 3.561 0.415 -2.145
C4 3.550 -0.641 -1.232
C5 4.668 -1.526 -1.041
C6 5.779 -1.269 -1.772
P1 2.109 -0.656 -0.117
C7 2.126 -2.229 0.695
C8 1.851 -2.438 2.080
C9 1.632 -3.749 2.470
C10 1.459 -4.809 1.545
C11 1.558 -4.493 0.215
C12 2.005 -3.249 -0.225
C13 2.512 0.490 1.237
C14 3.747 0.463 1.817
C15 4.086 1.401 2.825
C16 3.216 2.344 3.242
C17 1.948 2.376 2.696
C18 0.878 3.249 3.194
C19 -0.388 2.970 2.934
C20 -0.815 1.938 1.953
C21 0.179 1.390 1.228
C22 1.502 1.454 1.670
H1 6.729 -0.094 -3.389
H2 4.810 1.270 -3.811
H3 2.712 1.137 -2.203
H4 4.542 -2.290 -0.353
H5 6.733 -1.853 -1.594
H6 1.836 -1.660 2.823
H7 1.733 -3.975 3.525
H8 1.292 -5.738 1.986
H9 1.512 -5.236 -0.590
H10 2.201 -3.025 -1.299
H11 4.452 -0.345 1.506
H12 5.053 1.275 3.257
H13 3.579 3.224 3.835
H14 1.159 4.126 3.916
H15 -1.186 3.476 3.459
H16 -1.891 1.682 1.779
N1 -2.139 2.753 -3.866
C23 -1.251 2.416 -2.902
N2 -1.826 2.060 -1.759
C24 -3.233 2.094 -1.943
C25 -4.251 2.343 -0.971
C26 -5.460 2.877 -1.436
C27 -5.746 2.998 -2.803
C28 -4.767 2.905 -3.823
C29 -3.471 2.546 -3.343
H17 -1.959 3.236 -4.729
H18 -0.129 2.349 -3.168
H19 -4.033 2.308 0.120
H20 -6.160 3.210 -0.739
H21 -6.737 3.411 -2.985
H22 -4.881 3.134 -4.850
C30 -2.829 -1.860 2.214
P2 -3.098 -1.565 0.477
C31 -2.436 -2.968 -0.315
C32 -4.893 -1.237 0.295
O1 -2.220 -0.321 -0.038
H23 -3.112 -2.899 2.446
H24 -3.452 -1.109 2.770
H25 -1.747 -1.607 2.455
H26 -2.159 -2.732 -1.350
H27 -3.162 -3.807 -0.375
H28 -1.557 -3.333 0.185
H29 -5.548 -2.068 0.597
H30 -5.102 -0.980 -0.719
H31 -5.123 -0.394 0.854

=====

Entry 2:
Below is a cluster of 2 separate species, C4H11NO3 in total, with properties calculated with ωB97M-V/def2-TZVPD.

For the LUMO energy, the calculation gives 0.8 eV. The calculation puts the gap between HOMO and LUMO at 10.576 eV.

Positions of all 19 atoms, in Å:
C1 1.692 1.282 0.593
O1 1.622 -0.156 0.735
C2 0.341 1.714 -0.040
N1 0.352 3.168 -0.277
H1 1.789 1.710 1.652
H2 2.552 1.616 -0.015
H3 2.498 -0.500 0.942
H4 0.319 1.216 -1.025
H5 -0.542 1.408 0.572
H6 0.138 3.589 0.590
H7 -0.377 3.349 -0.924
O2 0.373 -2.489 -0.382
C3 -0.779 -2.200 -0.156
O3 -1.085 -1.266 0.795
C4 -1.955 -2.762 -0.884
H8 -0.228 -0.873 1.005
H9 -2.852 -2.115 -0.869
H10 -2.242 -3.716 -0.394
H11 -1.616 -2.976 -1.916

=====

Entry 3:
Below is a structure of composition C58H48I2O2P2RuS, with properties calculated with ωB97M-V/def2-TZVPD.

The expectation value of S² is 8.780. As for the spin multiplicity: 6. For the LUMO energy (alpha / beta), the calculation gives -8.3 / -10.9 eV. The calculation puts the gap between HOMO and LUMO (alpha / beta) at 6.574 / 3.961 eV. The total charge is +3.

Positions of all 114 atoms, in Å:
Ru1 0.746 -0.907 -1.034
O1 3.518 0.394 0.176
S1 2.130 0.379 0.592
C1 2.127 0.047 2.389
C2 2.676 1.026 3.195
C3 2.798 0.890 4.579
C4 2.361 -0.283 5.157
C5 2.370 -0.749 6.570
C6 1.798 -2.178 6.525
C7 1.501 -2.432 5.089
C8 1.030 -3.550 4.435
C9 0.906 -3.493 3.050
C10 1.174 -2.357 2.285
P1 1.002 -2.650 0.493
C11 -0.453 -3.691 0.170
C12 -1.515 -3.933 1.036
C13 -2.591 -4.688 0.596
C14 -2.625 -5.188 -0.697
C15 -1.572 -4.939 -1.567
C16 -0.495 -4.186 -1.141
C17 2.450 -3.750 0.304
C18 2.317 -5.135 0.285
C19 3.455 -5.925 0.226
C20 4.712 -5.344 0.203
C21 4.842 -3.962 0.238
C22 3.712 -3.159 0.286
C23 1.691 -1.190 2.923
C24 1.833 -1.293 4.329
C25 1.571 2.096 0.636
C26 2.560 3.063 0.573
C27 2.305 4.421 0.781
C28 1.014 4.795 1.090
C29 0.419 6.114 1.441
C30 -1.075 5.830 1.695
C31 -1.242 4.372 1.455
C32 -2.345 3.547 1.535
C33 -2.189 2.210 1.175
C34 -0.971 1.650 0.783
P2 -1.138 -0.031 0.099
C35 -2.160 -0.819 1.383
C36 -1.698 -0.787 2.699
C37 -2.464 -1.331 3.711
C38 -3.700 -1.891 3.422
C39 -4.167 -1.907 2.117
C40 -3.397 -1.386 1.092
C41 -2.264 0.075 -1.335
C42 -2.995 1.190 -1.725
C43 -3.856 1.101 -2.806
C44 -3.991 -0.089 -3.502
C45 -3.233 -1.196 -3.142
C46 -2.357 -1.112 -2.075
C47 0.209 2.444 0.820
C48 0.001 3.814 1.102
H1 3.046 1.928 2.732
H2 3.240 1.683 5.159
H3 1.783 -0.086 7.209
H4 3.383 -0.731 6.978
H5 0.900 -2.277 7.140
H6 2.506 -2.916 6.912
H7 0.777 -4.456 4.962
H8 0.592 -4.391 2.536
H9 -1.505 -3.554 2.046
H10 -3.406 -4.886 1.274
H11 -3.471 -5.770 -1.028
H12 -1.587 -5.329 -2.573
H13 0.337 -4.001 -1.814
H14 1.342 -5.601 0.296
H15 3.350 -6.999 0.200
H16 5.592 -5.967 0.167
H17 5.822 -3.509 0.243
H18 3.815 -2.079 0.300
H19 3.571 2.735 0.367
H20 3.111 5.136 0.739
H21 0.567 6.836 0.635
H22 0.901 6.539 2.323
H23 -1.724 6.402 1.029
H24 -1.378 6.096 2.710
H25 -3.315 3.911 1.836
H26 -3.059 1.565 1.193
H27 -0.750 -0.316 2.924
H28 -2.107 -1.308 4.729
H29 -4.303 -2.303 4.215
H30 -5.138 -2.319 1.893
H31 -3.766 -1.406 0.077
H32 -2.898 2.126 -1.193
H33 -4.432 1.966 -3.096
H34 -4.671 -0.151 -4.336
H35 -3.338 -2.123 -3.687
H36 -1.747 -1.976 -1.792
I1 2.234 -1.954 -2.976
I2 5.533 -2.091 -2.595
C49 -0.606 5.649 -6.441
C50 -0.374 4.395 -5.695
C51 0.502 4.333 -4.603
C52 0.658 3.173 -3.876
C53 1.597 3.129 -2.720
C54 -0.080 2.005 -4.238
C55 -0.052 0.835 -3.430
O2 0.388 0.758 -2.266
C56 -0.897 2.030 -5.410
C57 -1.598 0.841 -5.974
C58 -1.052 3.230 -6.068
H37 0.109 6.424 -6.181
H38 -1.611 6.019 -6.220
H39 -0.583 5.479 -7.516
H40 1.067 5.212 -4.327
H41 2.236 4.009 -2.701
H42 2.226 2.238 -2.763
H43 1.036 3.088 -1.784
H44 -0.492 -0.068 -3.882
H45 -1.919 0.118 -5.229
H46 -0.921 0.332 -6.663
H47 -2.470 1.158 -6.540
H48 -1.706 3.263 -6.925

=====

Asked for energy relative to the best compared isomer or geometry (same formula, charge and spin) across the records above, the calculation gives 32.0; 27.5; 13.0 kcal/mol in order.
Asked for max |F| across the records above, the calculation gives 3.7; 1.8; 2.4 eV/Å in order.